# 1
This record from OMol25 describes 9 unconnected molecules or ions with the total composition C42H103N9O4 at a distorted geometry. The level of theory is ωB97M-V/def2-TZVPD.

LUMO = 0.45 eV
F_max = 1.882 eV/A
Kohn-Sham gap = 8.123 eV

Structure (ORCA input):
```
! wB97M-V def2-TZVPD RIJCOSX def2/J DEFGRID3
* xyz 0 1
C -3.934 -3.583 0.215
C -3.499 -2.301 0.930
N -4.234 -1.134 0.471
C -4.145 0.016 1.333
C -5.390 0.299 2.162
C -4.327 -0.845 -0.956
C -5.746 -0.486 -1.339
H -5.023 -3.616 0.117
H -3.655 -4.492 0.749
H -3.515 -3.626 -0.792
H -3.825 -2.447 1.965
H -2.409 -2.196 0.826
H -3.280 -0.094 1.994
H -3.891 0.922 0.774
H -6.282 0.312 1.532
H -5.582 -0.358 3.010
H -5.298 1.333 2.523
H -3.998 -1.725 -1.509
H -3.578 -0.084 -1.216
H -5.817 -0.436 -2.431
H -6.084 0.459 -0.912
H -6.436 -1.254 -0.991
C -2.444 3.580 -1.204
C -2.801 3.699 0.276
N -4.102 4.320 0.476
C -5.189 3.533 -0.157
C -6.530 4.267 -0.050
C -4.346 4.525 1.908
C -3.486 5.645 2.453
H -3.064 2.839 -1.714
H -1.412 3.248 -1.317
H -2.653 4.506 -1.742
H -2.774 2.686 0.726
H -1.983 4.215 0.779
H -4.950 3.329 -1.191
H -5.273 2.646 0.490
H -7.229 3.831 -0.764
H -6.944 4.062 0.937
H -6.442 5.344 -0.177
H -4.174 3.574 2.441
H -5.380 4.834 2.046
H -3.511 6.522 1.810
H -2.438 5.365 2.590
H -3.810 5.934 3.459
C 0.854 3.866 1.997
C 1.660 2.885 2.839
N 2.713 2.229 2.086
C 3.572 3.115 1.306
C 4.263 4.209 2.084
C 3.509 1.316 2.901
C 2.795 -0.013 3.178
H 1.499 4.655 1.617
H 0.055 4.276 2.614
H 0.313 3.385 1.179
H 2.083 3.388 3.729
H 0.948 2.162 3.245
H 4.312 2.488 0.807
H 2.985 3.541 0.489
H 4.694 4.971 1.429
H 3.558 4.800 2.685
H 5.018 3.911 2.813
H 3.661 1.756 3.905
H 4.492 1.104 2.488
H 1.871 0.151 3.738
H 3.413 -0.715 3.736
H 2.498 -0.503 2.247
C -0.051 -6.133 1.988
C 0.820 -5.361 2.975
N 0.538 -3.936 3.147
C 0.623 -3.164 1.917
C 1.912 -3.425 1.142
C -0.729 -3.714 3.815
C -0.919 -2.287 4.305
H 0.279 -7.175 1.952
H -0.087 -5.719 0.982
H -1.067 -6.222 2.387
H 0.668 -5.777 3.979
H 1.886 -5.545 2.833
H 0.612 -2.093 2.110
H -0.207 -3.403 1.226
H 2.773 -3.054 1.711
H 1.856 -2.910 0.182
H 2.180 -4.471 0.989
H -1.586 -3.976 3.163
H -0.856 -4.421 4.641
H -1.692 -2.276 5.080
H -0.026 -1.814 4.711
H -1.305 -1.655 3.505
C 3.796 3.620 -7.409
C 3.600 2.114 -7.568
N 3.348 1.490 -6.252
C 2.398 0.409 -6.277
C 1.523 0.300 -5.034
C 4.572 1.220 -5.504
C 4.455 1.875 -4.106
H 4.121 4.065 -8.356
H 4.595 3.877 -6.707
H 2.899 4.127 -7.052
H 2.737 1.946 -8.205
H 4.544 1.699 -7.946
H 1.714 0.527 -7.117
H 2.904 -0.570 -6.384
H 0.861 -0.567 -5.103
H 2.091 0.159 -4.116
H 0.907 1.195 -4.917
H 5.406 1.702 -6.008
H 4.661 0.142 -5.324
H 4.106 2.895 -4.294
H 5.341 1.950 -3.470
H 3.697 1.413 -3.472
C 1.431 -6.957 -1.956
N 0.582 -5.772 -1.898
C 1.008 -4.552 -2.297
C 0.022 -3.428 -2.119
O 2.128 -4.344 -2.739
H 2.041 -6.879 -2.856
H 0.821 -7.852 -1.973
H 2.119 -6.972 -1.110
H -0.401 -5.874 -1.720
H -0.820 -3.431 -2.810
H 0.527 -2.466 -2.161
H -0.400 -3.408 -1.106
C 5.578 -5.131 -4.317
N 4.750 -4.045 -3.896
C 5.275 -2.821 -3.672
C 4.284 -1.806 -3.167
O 6.456 -2.561 -3.850
H 5.093 -6.080 -4.087
H 6.539 -5.165 -3.796
H 5.854 -5.096 -5.376
H 3.780 -4.259 -3.719
H 3.773 -2.219 -2.295
H 3.485 -1.695 -3.909
H 4.738 -0.833 -3.019
C -3.311 0.859 5.422
N -2.478 1.954 5.862
C -1.780 2.723 4.988
C -1.118 3.946 5.584
O -1.720 2.466 3.798
H -3.370 0.780 4.341
H -4.345 1.012 5.746
H -2.950 -0.094 5.810
H -2.593 2.307 6.795
H -0.110 4.088 5.209
H -1.037 3.832 6.668
H -1.746 4.796 5.321
C 2.060 0.324 -1.080
N 1.252 0.568 0.088
C -0.014 0.117 0.215
C -0.626 0.272 1.558
O -0.640 -0.441 -0.679
H 2.152 1.224 -1.690
H 1.582 -0.453 -1.676
H 3.043 -0.065 -0.807
H 1.651 1.190 0.796
H 0.085 0.227 2.389
H -1.390 -0.465 1.752
H -1.040 1.280 1.675
*
```

***

# 2
This record from OMol25 describes a molecular structure, C42H104Mn2N6O17 at a distorted geometry. The level of theory is ωB97M-V/def2-TZVPD.

Expectation value of S² = 30.006
LUMO (alpha / beta) = 0.44 / 0.43 eV
F_max = 3.249 eV/A
Kohn-Sham gap (alpha / beta) = 6.907 / 7.303 eV

Structure (ORCA input):
```
! wB97M-V def2-TZVPD RIJCOSX def2/J DEFGRID3
* xyz 0 11
Mn -2.579 1.789 2.423
Mn -2.983 -0.333 -0.191
O -4.016 1.426 0.739
C -4.582 2.720 0.602
C -4.878 3.504 1.996
O -3.767 3.527 2.881
H -5.515 2.644 0.043
H -3.928 3.281 -0.065
H -5.699 3.039 2.543
H -5.161 4.534 1.781
O -1.460 -1.664 -0.885
C -0.246 -1.521 -0.162
C -0.447 -0.839 1.248
O -1.507 0.135 1.445
H 0.434 -0.977 -0.818
H 0.308 -2.433 0.059
H 0.484 -0.407 1.614
H -0.651 -1.670 1.923
C -1.015 -6.662 -0.931
C -1.634 -5.455 -0.300
O -2.257 -4.647 -1.301
H -1.672 -7.391 -1.406
H -0.471 -7.195 -0.151
H -0.393 -6.405 -1.789
H -1.036 -4.681 0.181
H -2.437 -5.792 0.354
H -1.993 -3.734 -1.162
C -1.222 2.162 -1.432
O -2.260 1.169 -1.592
C -3.103 1.277 -2.732
C -4.050 0.051 -2.941
N -4.494 -0.359 -1.670
C -4.943 -1.774 -1.551
C -5.159 -2.160 -0.067
O -4.131 -1.658 0.842
C -3.894 -2.561 1.945
H -1.722 3.123 -1.551
H -0.490 2.186 -2.239
H -0.668 2.041 -0.501
H -2.558 1.325 -3.675
H -3.758 2.148 -2.709
H -3.384 -0.678 -3.403
H -4.933 0.252 -3.546
H -5.363 0.151 -1.605
H -4.188 -2.470 -1.916
H -5.899 -1.859 -2.067
H -5.285 -3.242 -0.027
H -6.114 -1.796 0.310
H -3.138 -2.245 2.665
H -3.547 -3.518 1.556
H -4.847 -2.794 2.419
C -1.360 -7.732 2.597
O -0.434 -6.584 2.619
C 0.920 -6.909 2.783
C 1.780 -5.731 2.323
N 1.796 -5.592 0.857
C 2.647 -4.374 0.683
C 2.739 -3.955 -0.774
O 3.411 -2.698 -0.757
C 3.433 -2.180 -2.056
H -2.388 -7.419 2.778
H -1.220 -8.419 3.432
H -1.230 -8.289 1.669
H 1.177 -7.833 2.265
H 1.184 -7.067 3.829
H 2.791 -5.893 2.695
H 1.380 -4.865 2.850
H 0.856 -5.352 0.576
H 3.662 -4.584 1.021
H 2.305 -3.495 1.229
H 1.717 -3.932 -1.154
H 3.313 -4.753 -1.246
H 2.464 -1.790 -2.367
H 3.714 -2.895 -2.830
H 4.164 -1.375 -2.126
C 2.295 2.316 -0.439
O 2.442 3.034 -1.703
C 3.075 4.335 -1.630
C 2.957 5.104 -2.992
N 1.578 5.383 -3.307
C 1.321 6.079 -4.554
C 1.271 5.132 -5.784
O 0.193 4.216 -5.602
C 0.230 3.257 -6.651
H 1.555 2.793 0.205
H 3.185 2.184 0.175
H 1.903 1.307 -0.569
H 4.073 4.185 -1.218
H 2.577 4.936 -0.869
H 3.452 4.582 -3.810
H 3.542 6.023 -2.994
H 1.067 4.515 -3.239
H 2.115 6.797 -4.758
H 0.390 6.645 -4.512
H 2.243 4.637 -5.795
H 1.083 5.670 -6.713
H 0.078 3.823 -7.570
H -0.544 2.499 -6.529
H 1.190 2.741 -6.639
C 2.493 -6.005 -5.372
O 1.541 -4.982 -5.599
C 0.688 -4.675 -4.555
C -0.626 -3.982 -4.958
N -0.361 -2.660 -5.515
C -0.208 -1.632 -4.511
C -0.056 -0.272 -5.206
O 1.315 0.101 -5.194
C 1.670 0.756 -3.986
H 3.200 -5.585 -4.656
H 2.992 -6.131 -6.333
H 2.127 -6.965 -5.009
H 1.091 -4.123 -3.706
H 0.344 -5.587 -4.068
H -1.289 -3.935 -4.094
H -1.099 -4.565 -5.748
H 0.336 -2.592 -6.243
H 0.668 -1.857 -3.903
H -1.110 -1.599 -3.899
H -0.678 0.585 -4.949
H -0.247 -0.403 -6.272
H 1.574 0.011 -3.197
H 1.066 1.656 -3.868
H 2.687 1.102 -4.170
C 3.270 0.144 2.679
O 3.412 1.186 3.612
C 4.690 1.914 3.589
C 4.493 3.218 4.409
N 5.647 4.115 4.435
C 5.511 5.114 5.510
C 4.269 5.998 5.494
O 3.101 5.239 5.807
C 2.026 6.035 6.266
H 3.114 0.473 1.651
H 2.360 -0.367 2.995
H 4.175 -0.451 2.796
H 4.939 2.289 2.596
H 5.401 1.269 4.106
H 4.204 3.049 5.447
H 3.610 3.738 4.037
H 5.886 4.478 3.523
H 6.295 5.862 5.393
H 5.585 4.641 6.489
H 4.137 6.511 4.542
H 4.337 6.736 6.293
H 1.147 5.397 6.354
H 1.848 6.802 5.513
H 2.257 6.383 7.273
C -5.267 0.071 3.680
O -3.861 0.165 3.546
C -3.199 -0.069 4.778
C -1.700 0.331 4.782
N -1.499 1.722 4.296
C -0.050 1.968 3.928
C -0.087 3.295 3.058
O -0.853 3.122 1.846
C -1.153 4.329 1.183
H -5.838 0.149 2.755
H -5.624 0.876 4.322
H -5.561 -0.868 4.151
H -3.183 -1.152 4.902
H -3.632 0.505 5.597
H -1.099 -0.382 4.218
H -1.373 0.365 5.821
H -1.554 2.268 5.144
H 0.407 1.114 3.429
H 0.605 2.037 4.797
H 0.959 3.495 2.827
H -0.454 4.133 3.651
H -2.054 4.282 0.571
H -0.309 4.557 0.532
H -1.295 5.211 1.808
*
```

***

The lowest F_max belongs to which entry?
C42H103N9O4

***

Among the records above, which one has the lowest F_max?
C42H103N9O4

***

The highest F_max belongs to which entry?
C42H104Mn2N6O17